<one>
C5H14NO | ωB97M-V/def2-TZVPD

XYZ file:
```
21
C5H14NO, DFT ωB97M-V/def2-TZVPD
C -1.89703 -1.47573 1.15581
C -0.48788 -1.55612 1.66369
C 0.55557 -0.94044 0.69916
C 0.43934 0.60578 0.64697
C 2.04593 1.99414 -0.56991
N 1.14452 1.10876 -0.54489
H -2.58453 -2.27346 1.42473
H -1.85415 -1.43932 0.05059
H -2.35685 -0.52925 1.41410
H -0.13237 -2.58967 1.62498
H -0.43590 -1.14810 2.67620
H 0.54224 -1.30779 -0.33200
H 1.53895 -1.25316 1.07100
H 0.75772 1.08685 1.56527
H -0.63436 0.75318 0.50168
H 2.24775 2.65202 -1.40737
H 2.69491 2.15047 0.29067
H 0.58035 0.89291 -1.37047
H -0.51847 1.81532 -3.74182
H -1.19319 0.47755 -3.55815
O -0.45257 0.97607 -3.26025
```

## Properties
- HOMO energy: -14.813 eV
- Kohn-Sham gap: 9.93 eV
- Net charge: +1

Charges obtained by Löwdin population analysis, quoted in units of e: C -0.11; C -0.25; C -0.19; C -0.12; C 0.19; N 0.06; H 0.08; H 0.08; H 0.07; H 0.11; H 0.12; H 0.12; H 0.12; H 0.14; H 0.13; H 0.13; H 0.13; H 0.13; H 0.07; H 0.04; O -0.03

***

<two>
C5H14NO | ωB97M-V/def2-TZVPD

XYZ file:
```
21
C5H14NO, DFT ωB97M-V/def2-TZVPD
C 0.89016 -0.34007 1.12784
C 0.58770 -1.18391 -0.10950
C 0.05297 -0.32788 -1.26742
C 0.80066 0.34599 -2.12130
C 0.28928 1.12469 -3.26890
N -0.24279 0.64370 1.44693
H 0.93306 -1.00537 1.98548
H 1.78350 0.27390 1.12351
H 1.53941 -1.64178 -0.33838
H -0.25371 -1.85222 0.09161
H -1.01896 -0.18148 -1.14453
H 1.88720 0.28114 -2.03911
H -0.79181 1.04158 -3.39360
H 0.50260 2.19283 -3.21636
H 0.67415 0.77304 -4.22309
H -0.59778 1.05259 0.57870
H -0.98164 0.10537 1.92448
H 0.12796 1.39404 2.02920
H -2.77284 -0.58215 3.55137
H -1.60638 -1.51428 3.77662
O -1.80273 -0.59975 3.48646
```

## Properties
- HOMO energy: -13.210 eV
- Kohn-Sham gap: 10.05 eV
- Net charge: +1

Charges obtained by Löwdin population analysis, quoted in units of e: C -0.13; C -0.16; C -0.15; C -0.15; C -0.09; N 0.18; H 0.12; H 0.13; H 0.12; H 0.12; H 0.11; H 0.12; H 0.08; H 0.08; H 0.09; H 0.14; H 0.11; H 0.17; H 0.08; H 0.08; O -0.05

***

<three>
C5H14NO | ωB97M-V/def2-TZVPD

XYZ file:
```
21
C5H14NO, DFT ωB97M-V/def2-TZVPD
C -0.44904 -0.11512 -2.09991
C -0.65159 0.33676 -0.55071
N 0.43173 -0.41397 0.31504
C 0.60783 0.50145 1.59304
C 0.42899 1.82149 0.96314
C -0.58364 1.74170 -0.24109
H -0.24222 -1.26214 -2.22780
H 0.44488 0.36160 -2.43933
H -1.24293 0.13501 -2.71448
H -1.53507 -0.10686 -0.14643
H 1.31873 -0.53749 -0.10362
H 0.17255 -1.42117 0.51661
H -0.09735 0.07445 2.30250
H 1.63390 0.42135 2.02866
H 0.01603 2.52301 1.60059
H 1.39929 2.18466 0.52504
H -0.27790 2.57115 -0.94874
H -1.51987 2.04920 0.18028
H -0.69639 -3.72736 0.29370
H 0.72904 -3.95040 0.60816
O 0.11305 -3.18734 0.54535
```

## Properties
- HOMO energy: -15.576 eV
- Kohn-Sham gap: 12.65 eV
- Net charge: +1

Charges obtained by Löwdin population analysis, quoted in units of e: C 0.01; C -0.26; N 0.09; C -0.07; C -0.16; C -0.14; H 0.12; H 0.07; H 0.05; H 0.14; H 0.14; H 0.12; H 0.13; H 0.14; H 0.10; H 0.14; H 0.16; H 0.12; H 0.11; H 0.09; O -0.07

***

<four>
C5H14NO | ωB97M-V/def2-TZVPD

XYZ file:
```
21
C5H14NO, DFT ωB97M-V/def2-TZVPD
C 0.54370 -2.10878 0.38945
C -0.15167 -1.36938 -0.76893
C 0.80501 -0.29433 -1.29145
C 0.96134 0.79240 -0.26893
C 1.90541 1.78274 -0.27185
N -2.36987 1.27152 0.32700
H 1.62404 -2.05362 0.22470
H 0.37624 -1.48557 1.26075
H 0.24863 -3.13358 0.57899
H -0.44260 -1.98970 -1.60467
H 0.40028 0.21222 -2.17967
H 1.79620 -0.64941 -1.56752
H 0.10470 0.87642 0.38492
H 2.01594 2.46011 0.55630
H 2.51718 1.91225 -1.13455
H -0.97993 -0.79659 -0.37444
H -1.81190 0.66720 1.12524
H -0.93491 0.74833 2.64976
H -2.67729 0.96501 -0.59201
H -2.83294 2.14918 0.55630
O -1.09755 0.04357 2.00060
```

## Properties
- HOMO energy: -13.958 eV
- Kohn-Sham gap: 4.04 eV
- Net charge: +1

Charges obtained by Löwdin population analysis, quoted in units of e: C -0.07; C -0.22; C -0.18; C -0.05; C 0.21; N 0.28; H 0.08; H 0.04; H 0.09; H 0.11; H 0.15; H 0.13; H 0.05; H 0.09; H 0.09; H 0.06; H -0.07; H 0.06; H 0.08; H 0.09; O -0.03

***

Energetically preferred structure: <two> | next structure: +0.110 eV